{
  "formula": "C15H32N8O6Ti",
  "method": "ωB97M-V/def2-TZVPD",
  "symbols": ["O", "H", "Ti", "N", "N", "N", "N", "O", "O", "O", "O", "C", "C", "C", "C", "C", "H", "H", "H", "C", "H", "H", "H", "C", "C", "H", "H", "H", "H", "H", "H", "H", "H", "C", "H", "H", "H", "O", "H", "H", "C", "N", "C", "N", "C", "N", "C", "N", "C", "C", "H", "H", "H", "H", "H", "H", "H", "H", "H", "H", "H", "H"],
  "coordinates": [[-2.87131, 0.30769, -2.62422], [-3.19816, 0.48333, -3.52112], [-0.31833, -0.08072, -0.79660], [-1.93680, -0.84270, 0.26689], [-0.96255, 1.38125, 0.64660], [1.07309, -1.69471, -0.88295], [1.65268, 0.65598, -0.24416], [-2.18995, -2.08714, 0.16114], [0.82027, -3.06033, -1.08438], [1.95476, 1.78135, 0.41999], [-0.32280, 2.42603, 1.11080], [-2.30124, 1.33541, 0.93911], [-2.88316, 0.08865, 0.64832], [2.39022, -1.42516, -0.97545], [2.73035, -0.10971, -0.54578], [-4.33441, -0.20066, 0.56919], [-4.64102, -0.11622, -0.48745], [-4.88577, 0.52675, 1.17860], [-4.54162, -1.21542, 0.92700], [-2.94241, 2.55484, 1.50178], [-2.83491, 3.40227, 0.80378], [-2.50313, 2.81618, 2.48426], [-4.01360, 2.35359, 1.64469], [3.35913, -2.48819, -1.34143], [4.13140, 0.32876, -0.24375], [2.89630, -3.20085, -2.01911], [3.70976, -3.03701, -0.45319], [4.24085, -2.03078, -1.81294], [4.15205, 1.28672, 0.29368], [4.70840, 0.42914, -1.17918], [4.66169, -0.44224, 0.34780], [-0.07793, -3.22576, -0.75899], [0.98740, 2.15568, 0.76452], [-0.68456, 1.39500, -2.21651], [-1.77744, 1.27542, -2.48643], [-0.03770, 1.07344, -3.06319], [-0.36958, 2.39876, -1.89541], [-1.14692, -1.21136, -2.15768], [-2.17268, -0.53019, -2.52036], [-0.55604, -1.31940, -2.93126], [1.75385, -1.70184, 2.32042], [0.45354, -1.01642, 2.35424], [0.53653, 0.11537, 3.28945], [0.86576, -0.33712, 4.66726], [2.16468, -1.06828, 4.60188], [2.13079, -2.22559, 3.66237], [1.05018, -3.13908, 4.10937], [-0.28468, -2.48045, 4.17015], [-0.57728, -1.95681, 2.81137], [-0.17680, -1.31099, 5.08530], [2.52443, -0.98903, 1.97824], [1.70076, -2.54681, 1.61483], [-0.42940, 0.64265, 3.32095], [1.32697, 0.80619, 2.95345], [2.39582, -1.44862, 5.60288], [2.94507, -0.36379, 4.26903], [0.99385, -3.98330, 3.40733], [1.30988, -3.49966, 5.11070], [-1.54533, -1.43521, 2.85393], [-0.65106, -2.81565, 2.12894], [0.08503, -1.67532, 6.08470], [-1.14952, -0.79659, 5.11236]],
  "mulliken_charge": [-0.776, 0.253, -0.679, 1.468, 1.604, 0.958, 0.974, -0.733, -0.601, -0.675, -0.785, -0.076, 0.054, 0.381, 0.076, -1.553, 0.257, 0.463, 0.313, -1.370, 0.286, 0.281, 0.408, -1.622, -1.637, 0.455, 0.249, 0.431, 0.373, 0.414, 0.326, 0.345, 0.327, -1.091, 0.406, 0.322, 0.279, -0.797, 0.394, 0.302, -0.634, 0.952, -0.621, 0.034, -0.643, 0.102, -0.643, 0.075, -0.779, -0.679, 0.044, 0.135, 0.143, 0.154, 0.365, 0.308, 0.320, 0.352, 0.224, 0.125, 0.346, 0.316],
  "spin_multiplicity": 3,
  "orbital_gap_ev": [4.840, 6.969],
  "homo_energy_ev": [-6.3, -8.3],
  "s_squared": 2.063,
  "total_charge": 0,
  "largest_force_ev_per_a": 3.2,
  "e_tot_ev": -63387.9890
}

=====

{
  "formula": "C15H32NO3P2V",
  "method": "ωB97M-V/def2-TZVPD",
  "symbols": ["V", "P", "C", "C", "N", "C", "C", "C", "C", "C", "P", "H", "H", "H", "H", "H", "H", "H", "H", "O", "H", "H", "O", "H", "C", "H", "H", "H", "C", "H", "H", "H", "C", "H", "H", "H", "C", "H", "H", "H", "C", "C", "C", "C", "O", "H", "H", "H", "H", "H", "H", "H", "H", "H"],
  "coordinates": [[-1.07641, -1.18964, 0.27428], [0.64108, -2.81434, 0.59246], [0.75160, -3.07218, -1.23144], [0.58060, -1.80171, -2.05592], [-0.08246, -0.77724, -1.48695], [-0.21073, 0.39102, -2.15190], [0.18773, 0.50152, -3.48302], [0.82184, -0.56848, -4.11472], [1.02816, -1.73946, -3.38008], [-0.94318, 1.48332, -1.43442], [-0.02692, 2.99704, -1.08840], [1.50798, -2.62492, -3.81538], [-0.01351, 1.41940, -4.02989], [1.16285, -0.49701, -5.15320], [-1.65233, 1.94043, -2.13925], [-1.44655, 1.18663, -0.49803], [1.69175, -3.48093, -1.42690], [-0.01643, -3.80782, -1.53900], [5.26468, 0.56168, -3.37136], [4.49289, 0.63946, -2.87217], [4.75752, 0.37585, -1.99408], [1.87032, 2.81705, -0.52554], [1.67797, 1.97166, -0.14758], [1.63069, 2.22561, 0.79960], [0.55501, 3.70394, -2.59353], [-0.34287, 3.57980, -3.25055], [0.74836, 4.78173, -2.49412], [1.42032, 3.17983, -3.05512], [-0.60796, 3.91257, 0.30338], [0.13990, 4.20357, 1.06534], [-1.04951, 4.82409, -0.13732], [-1.40902, 3.30642, 0.78861], [0.02657, -4.41508, 1.19887], [0.84539, -5.08287, 1.50616], [-0.61162, -4.19645, 2.07279], [-0.58486, -4.90939, 0.42424], [2.37302, -2.67408, 1.09977], [2.44762, -2.86503, 2.17804], [3.02669, -3.37752, 0.57210], [2.71211, -1.65079, 0.89664], [-2.25234, 1.53668, 3.20348], [-2.21294, 0.04365, 2.85546], [-1.12750, -0.64448, 3.68875], [-3.59034, -0.53385, 3.16953], [-1.93735, -0.12824, 1.46043], [-2.50379, 1.67645, 4.26612], [-3.01835, 2.04657, 2.60680], [-1.28421, 2.02415, 3.02140], [-1.30947, -0.48306, 4.76490], [-1.10790, -1.73053, 3.49734], [-0.13014, -0.24256, 3.43664], [-4.33808, -0.04645, 2.53956], [-3.61695, -1.60747, 2.96906], [-3.85892, -0.36854, 4.21810]],
  "mulliken_charge": [0.603, 1.203, -1.553, 0.599, 0.056, 0.794, -0.681, -0.618, -0.709, -0.765, 0.302, 0.468, 0.445, 0.454, 0.421, 0.021, 0.555, 0.363, 0.276, -0.567, 0.301, 0.331, -0.549, 0.305, -1.234, 0.296, 0.404, 0.312, -0.903, 0.329, 0.371, 0.174, -1.182, 0.400, 0.317, 0.364, -1.341, 0.388, 0.434, 0.366, -1.557, 1.625, -1.506, -1.649, -0.723, 0.441, 0.390, 0.302, 0.422, 0.235, 0.308, 0.410, 0.355, 0.396],
  "spin_multiplicity": 4,
  "orbital_gap_ev": [4.627, 4.467],
  "homo_energy_ev": [-7.7, -7.7],
  "s_squared": 3.763,
  "de_lowest_kj_mol": 48.7,
  "total_charge": 1,
  "largest_force_ev_per_a": 5.7,
  "e_tot_ev": -67962.9931
}

=====

{
  "formula": "C15H33B2FO5P",
  "method": "ωB97M-V/def2-TZVPD",
  "symbols": ["C", "C", "P", "C", "C", "B", "O", "O", "C", "O", "B", "C", "C", "C", "F", "O", "C", "O", "C", "C", "C", "C", "C", "C", "H", "H", "H", "H", "H", "H", "H", "H", "H", "H", "H", "H", "H", "H", "H", "H", "H", "H", "H", "H", "H", "H", "H", "H", "H", "H", "H", "H", "H", "H", "H", "H", "H"],
  "coordinates": [[2.76519, 2.21701, -2.51106], [1.91966, 1.96510, -1.25903], [0.36432, 1.07902, -1.70595], [-0.60127, 2.36932, -2.63646], [-0.52401, 0.77031, -0.09586], [-1.03129, 2.11896, 0.57109], [-2.33624, 2.51680, 0.35737], [-0.23485, 2.91587, 1.36226], [-0.75407, 4.21188, 1.66116], [-1.64173, -0.08235, -0.20249], [-1.72885, -0.80601, 1.11947], [-2.98390, -0.36443, 2.09578], [-2.63648, 0.55127, 3.25287], [-3.73151, 1.56285, 3.54195], [-2.37719, -0.21355, 4.40624], [-0.39415, -0.58196, 1.75666], [0.44496, -0.06039, 0.85012], [1.15822, -0.98829, 0.02201], [1.64859, -2.12477, 0.69225], [2.27793, -3.08462, -0.33491], [3.36732, -2.28719, -1.04708], [1.29309, -3.73382, -1.33849], [1.13613, -2.98552, -2.65970], [-0.10094, -3.99910, -0.78215], [3.76128, 2.50776, -2.18305], [2.86390, 1.33108, -3.12755], [2.34284, 3.05407, -3.05684], [2.45701, 1.28879, -0.60354], [1.74816, 2.92595, -0.77587], [-0.51563, 3.34515, -2.15374], [-1.63895, 2.08075, -2.75347], [-0.17967, 2.46802, -3.63088], [-2.56654, 2.28392, -0.55832], [-1.60203, 4.16174, 2.33516], [0.03783, 4.75421, 2.17120], [-0.99680, 4.75725, 0.75939], [-1.93606, -1.98107, 0.82594], [-3.72898, 0.12333, 1.46990], [-3.42946, -1.27475, 2.48023], [-1.72302, 1.11067, 3.05460], [-4.68771, 1.05311, 3.62292], [-3.77790, 2.22192, 2.68035], [-3.49621, 2.14263, 4.43130], [1.18368, 0.64775, 1.24234], [0.88864, -2.60907, 1.29503], [2.47358, -1.86346, 1.36947], [2.76533, -3.88801, 0.21360], [3.95775, -2.90800, -1.71662], [4.02919, -1.85074, -0.30189], [2.95282, -1.47832, -1.63664], [1.71672, -4.71036, -1.58725], [2.06412, -2.87803, -3.20952], [0.70644, -2.00913, -2.46095], [0.41907, -3.53041, -3.26971], [-0.73538, -3.15207, -0.99555], [-0.53378, -4.84454, -1.31729], [-0.11916, -4.24652, 0.27121]],
  "mulliken_charge": [-1.472, -0.361, -0.137, -1.369, 1.455, 0.709, -0.647, -0.902, -0.754, -1.025, 1.651, -1.236, 1.548, -1.667, -0.434, -0.822, -0.964, 0.419, -1.124, 0.580, -1.749, 0.582, -1.430, -1.540, 0.423, 0.358, 0.360, 0.248, 0.385, 0.268, 0.379, 0.415, 0.297, 0.251, 0.249, 0.264, -0.536, 0.226, 0.367, -0.198, 0.392, 0.285, 0.407, 0.366, 0.304, 0.342, 0.376, 0.380, 0.499, 0.229, 0.418, 0.345, 0.105, 0.474, 0.195, 0.479, 0.337],
  "spin_multiplicity": 1,
  "orbital_gap_ev": 7.026,
  "homo_energy_ev": -4.2,
  "de_lowest_kj_mol": 69.4,
  "total_charge": -1,
  "largest_force_ev_per_a": 2.2,
  "e_tot_ev": -39692.0963
}